Record 1
This record from OMol25 describes a structure of composition C29H48InNOP2. The level of theory is the ωB97M-V functional and the def2-TZVPD basis.

```
82
Properties=species:S:1:pos:R:3:forces:R:3:mulliken_spin:R:1
In -2.273 0.996 -1.966 -0.21 0.72 0.85 0.00
C 0.884 0.438 4.158 -0.80 0.73 -0.14 0.07
C 1.920 0.853 3.282 -0.75 -0.69 0.62 0.16
C 0.286 2.453 3.237 2.49 -0.24 -1.73 0.24
C -0.136 1.415 4.107 1.08 -2.03 1.07 0.24
C 1.513 2.065 2.670 -1.86 1.45 0.37 0.15
C 0.898 -0.767 5.019 -0.21 -0.47 0.61 0.02
H 1.877 -1.279 4.957 -0.59 0.17 0.22 0.00
H 0.111 -1.498 4.729 0.43 0.21 0.20 -0.01
H 0.700 -0.475 6.075 0.22 -0.43 -0.53 0.00
C -1.406 1.399 4.855 -0.42 -0.12 0.41 -0.02
H -1.605 0.423 5.302 0.02 -0.06 -0.16 0.00
H -2.241 1.651 4.187 0.04 0.06 0.27 0.01
H -1.401 2.092 5.711 -0.04 0.10 -0.37 0.02
C -0.391 3.732 3.078 -0.66 0.80 0.08 0.01
H -0.222 4.373 3.953 -0.07 -0.09 -0.01 0.02
H -1.475 3.602 2.990 0.06 0.13 -0.08 0.01
H -0.020 4.296 2.230 -0.04 0.04 -0.24 0.00
C 2.257 2.816 1.639 0.32 0.36 -0.30 0.01
H 3.000 3.492 2.074 0.02 0.04 -0.10 0.00
H 1.567 3.420 1.031 0.29 -0.13 0.09 0.00
H 2.784 2.122 0.981 0.07 0.26 0.08 0.00
C 3.178 0.135 3.046 0.81 -0.32 0.10 0.04
H 4.034 0.824 2.948 -0.26 -0.19 0.03 0.02
H 3.119 -0.429 2.107 0.00 0.23 0.26 0.01
H 3.411 -0.598 3.837 -0.08 0.39 -0.21 0.00
C 0.769 -2.622 0.927 1.06 0.47 1.49 0.00
C 1.885 -2.676 1.711 -1.64 0.01 -1.04 0.01
C 3.280 -2.831 1.191 0.90 0.50 -0.65 0.00
C 3.767 -1.945 -0.013 0.57 -0.63 -0.16 0.00
C 3.296 -0.530 -0.086 -0.86 1.26 -1.09 -0.01
C 2.080 -0.012 -0.345 0.79 0.35 -0.71 0.02
C 0.792 -0.666 -0.688 -0.94 -0.44 0.61 0.00
C 0.785 -2.206 -0.515 -0.49 0.01 -0.22 0.00
H 3.368 -3.877 0.832 0.25 0.42 0.53 0.00
H 3.555 -2.476 -0.958 0.10 0.29 0.32 0.00
H 4.020 -2.624 1.980 -0.44 -0.50 -0.02 0.00
H 1.681 -2.599 -0.995 -0.45 -0.24 -0.33 0.00
H -0.222 -2.772 1.384 0.51 0.42 -0.09 0.00
H 1.780 -2.672 2.797 -0.14 -0.47 -0.21 0.00
H -0.143 -2.563 -0.991 0.46 -0.26 -0.10 0.00
H 0.018 -0.251 -0.026 -0.03 -0.06 0.16 -0.01
H 2.013 1.082 -0.439 0.19 -0.50 0.08 0.00
H 0.416 -0.378 -1.706 0.79 -0.14 0.71 0.00
H 4.877 -1.888 0.029 -0.66 -0.28 0.07 0.00
H 4.082 0.236 -0.113 -0.16 -0.34 0.52 0.00
P -0.981 -0.378 -3.928 0.83 -2.07 -1.53 0.00
P -0.967 2.410 -4.975 0.24 0.75 -3.01 0.00
C -1.010 -0.250 -5.775 -0.46 0.49 -1.22 0.00
C -1.452 1.119 -6.289 -0.32 0.78 0.62 0.00
H -1.706 -1.002 -6.163 0.22 -0.09 0.17 0.00
H -0.036 -0.486 -6.225 -0.12 0.04 0.54 0.00
H -1.005 1.394 -7.273 -0.23 -0.22 0.79 0.00
H -2.545 1.191 -6.409 0.29 -0.15 0.06 0.00
C -1.424 3.851 -6.084 -0.23 0.19 0.65 0.00
H -1.026 4.773 -5.638 -0.26 -0.14 -0.17 0.00
H -2.519 3.915 -6.143 0.27 0.16 0.00 0.00
H -1.017 3.753 -7.101 -0.06 -0.14 0.40 0.00
C 0.830 2.451 -5.479 -0.03 -0.11 0.46 0.00
H 0.985 2.346 -6.566 -0.32 0.00 0.42 0.00
H 1.377 1.664 -4.964 0.24 -0.05 0.02 0.00
H 1.242 3.411 -5.171 0.12 -0.02 0.09 0.00
C -2.414 -1.533 -3.778 0.12 0.24 0.37 0.00
H -2.393 -1.991 -2.780 -0.23 -0.02 -0.20 0.00
H -2.369 -2.300 -4.555 -0.05 0.04 0.19 0.00
H -3.328 -0.939 -3.903 -0.07 -0.30 0.05 0.00
C 0.402 -1.583 -3.950 0.47 -0.41 0.48 0.00
H 1.221 -1.228 -4.585 -0.16 0.20 0.28 0.00
H 0.040 -2.504 -4.421 0.06 0.05 0.22 0.00
H 0.801 -1.784 -2.947 -0.15 -0.20 -0.54 0.00
O -2.679 0.136 1.049 -0.62 -1.43 0.71 0.00
N -3.125 -0.780 1.912 -0.30 0.41 1.13 0.00
C -4.489 -1.008 2.100 1.29 -0.30 -0.57 0.00
C -4.961 -1.945 3.000 1.18 -0.17 0.21 0.00
C -4.067 -2.604 3.850 -0.39 0.00 0.42 0.00
C -2.713 -2.265 3.782 -1.04 -0.12 -0.41 0.00
C -2.255 -1.398 2.809 -0.16 0.97 -0.66 0.02
H -5.194 -0.491 1.470 0.40 0.32 -0.28 0.00
H -6.013 -2.151 3.020 -0.29 0.04 0.09 0.00
H -4.450 -3.315 4.612 0.44 0.58 -0.70 0.00
H -2.034 -2.673 4.504 0.38 -0.11 0.04 0.00
H -1.197 -1.088 2.781 -0.73 -0.02 -0.38 -0.01
```
Positions in Å, forces in eV/Å.

For the HOMO energy (alpha / beta), the calculation gives -0.328 / -0.324 Eh. As for the multiplicity: 2. The net charge is +1. The relative energy (zero: lowest compared OMol25 entry of this formula, charge and spin) comes out at 0.0 kcal/mol. Its expectation value of S² is 0.766.

=====

Record 2
This record from OMol25 describes a structure of composition C29H48InNOP3S. The level of theory is the ωB97M-V functional and the def2-TZVPD basis.

```
84
Properties=species:S:1:pos:R:3:forces:R:3:lowdin_charge:R:1
In -0.380 0.459 -0.268 -1.95 -0.34 0.13 0.84
P -1.671 -1.829 -0.657 -0.82 -0.32 -0.10 0.78
P 2.093 -1.119 1.335 0.91 0.12 1.05 0.81
P 1.926 -1.589 -2.377 -0.49 0.35 -1.43 0.89
H -0.637 5.409 -5.422 -0.01 -0.55 -0.02 0.06
C -0.697 4.513 -6.050 -0.29 0.20 -0.48 -0.08
C -1.843 3.863 -6.264 0.08 0.50 -0.42 -0.09
H -2.785 4.163 -5.790 0.43 -0.15 -0.08 0.06
C -3.356 -1.328 -0.156 0.09 0.24 0.08 -0.22
C -1.329 -3.292 0.381 0.26 -0.04 0.15 -0.21
C -1.985 -2.490 -2.329 0.19 0.03 -0.29 -0.22
C 3.784 -0.409 1.176 -0.29 0.35 -0.43 -0.26
C 1.923 -0.791 3.143 -0.48 0.34 0.02 -0.27
C 2.531 -2.908 1.493 -0.47 -0.17 -0.48 -0.24
C 1.188 -1.389 -3.984 0.00 0.04 -0.04 -0.18
C 1.708 -3.314 -1.953 -0.01 -0.32 0.60 -0.17
C 3.634 -1.098 -2.405 0.58 0.23 0.23 -0.18
H 0.199 4.271 -6.641 -0.39 0.09 0.36 0.06
H -1.921 3.123 -7.073 0.08 0.13 0.60 0.06
H -3.639 -0.424 -0.711 -0.02 -0.21 0.07 0.07
H -3.394 -1.107 0.918 -0.02 -0.10 -0.31 0.03
H -4.053 -2.144 -0.399 0.18 0.25 0.11 0.08
H -1.367 -3.019 1.446 0.03 -0.05 -0.33 0.04
H -0.331 -3.707 0.175 -0.38 0.06 0.13 0.03
H -2.090 -4.066 0.188 0.25 0.30 0.02 0.09
H -2.117 -1.658 -3.039 0.00 -0.22 0.23 0.05
H -2.912 -3.087 -2.309 0.37 0.19 0.03 0.08
H -1.163 -3.130 -2.678 -0.28 0.16 0.08 0.04
H 4.389 -0.753 2.025 -0.09 0.05 -0.30 0.07
H 3.701 0.683 1.211 0.19 -0.15 -0.02 0.06
H 4.253 -0.697 0.229 0.02 0.09 0.32 0.02
H 2.850 -1.113 3.645 -0.36 0.05 -0.19 0.08
H 1.073 -1.347 3.569 0.23 0.15 -0.06 0.05
H 1.774 0.285 3.322 0.10 -0.33 -0.02 0.03
H 3.604 -3.011 1.702 -0.29 0.05 0.00 0.07
H 2.286 -3.450 0.577 0.16 -0.08 0.34 -0.01
H 1.949 -3.348 2.312 0.15 0.05 -0.19 0.06
H 1.658 -2.057 -4.710 -0.03 0.01 0.07 0.10
H 1.322 -0.353 -4.290 0.02 0.14 -0.14 0.03
H 0.111 -1.575 -3.932 0.19 -0.05 -0.02 0.05
H 1.726 -3.899 -2.880 0.05 0.26 0.02 0.10
H 0.749 -3.498 -1.464 0.19 0.05 -0.10 0.02
H 2.517 -3.669 -1.312 -0.11 0.03 -0.12 0.06
H 3.994 -1.129 -3.441 -0.04 -0.09 0.18 0.09
H 4.250 -1.753 -1.778 -0.13 0.09 -0.23 0.07
H 3.742 -0.070 -2.040 -0.05 -0.15 -0.15 0.07
C -0.961 1.672 -2.958 1.35 0.26 -1.53 -0.43
C 0.209 2.475 -2.924 -0.61 -1.38 0.19 -0.05
C 1.065 2.430 -4.011 0.21 0.05 -0.99 -0.09
C 0.710 1.716 -5.165 0.19 -0.16 0.07 -0.13
C -0.549 1.095 -5.238 0.25 0.59 -0.65 -0.11
C -1.433 1.141 -4.178 0.39 0.13 0.69 -0.03
O -1.572 1.267 -1.860 -0.06 -0.61 3.23 -0.21
H 1.191 -0.607 -1.638 0.60 -0.95 -0.05 -0.06
H 0.446 3.032 -2.021 -0.02 0.02 0.06 0.11
H 2.008 2.977 -3.980 -0.24 -0.11 -0.05 0.12
H 1.412 1.648 -6.011 -0.48 0.15 0.45 0.13
H -0.860 0.597 -6.158 0.15 0.16 0.22 0.13
H -2.433 0.711 -4.209 0.28 -0.07 -0.04 0.13
N -1.061 0.256 1.767 0.70 -0.62 -0.63 -0.43
S -2.038 1.123 2.757 0.50 0.84 0.53 1.13
C -2.167 -0.040 4.122 -0.14 -0.30 0.56 -0.38
C -2.149 0.404 5.448 0.13 0.10 -0.04 -0.07
C -2.052 -0.525 6.487 -0.11 -0.09 -0.40 -0.02
C -1.983 -1.890 6.191 0.00 0.06 0.06 -0.03
C -2.084 -2.336 4.872 -0.26 0.29 -0.14 -0.05
C -2.239 -1.408 3.837 0.39 -0.06 -0.02 -0.10
C -0.959 2.419 3.404 0.05 0.57 0.10 -0.40
C -1.148 3.709 2.876 -0.29 -0.46 0.06 -0.07
C -0.322 4.757 3.287 0.11 -0.24 -0.03 -0.03
C 0.714 4.507 4.199 -0.22 -0.04 -0.24 -0.03
C 0.926 3.219 4.696 -0.30 -0.43 -0.22 -0.03
C 0.084 2.169 4.298 0.15 0.01 0.20 -0.10
H -0.407 -0.304 2.339 -0.24 0.50 -0.43 -0.03
H -2.169 1.471 5.658 0.03 -0.24 0.08 0.13
H -2.010 -0.177 7.519 -0.05 -0.10 -0.28 0.13
H -1.875 -2.614 6.999 -0.01 0.21 -0.22 0.13
H -2.063 -3.403 4.638 -0.11 0.36 0.15 0.12
H -2.381 -1.746 2.812 0.13 0.04 0.28 0.07
H -1.955 3.852 2.153 0.21 0.24 0.26 0.12
H -0.485 5.759 2.883 0.08 -0.37 0.20 0.13
H 1.366 5.321 4.510 -0.17 -0.15 -0.03 0.13
H 1.741 3.009 5.396 -0.34 0.17 -0.25 0.13
H 0.220 1.166 4.708 0.03 0.38 -0.05 0.10
```
Positions in Å, forces in eV/Å.

For the HOMO energy, the calculation gives -0.551 Eh. The net charge is +3. The relative energy (zero: lowest compared OMol25 entry of this formula, charge and spin) comes out at 50.4 kcal/mol.

=====

Record 3
This record from OMol25 describes a structure of composition C29H49AlBBeCl2F3Mg2O13RbS. The level of theory is the ωB97M-V functional and the def2-TZVPD basis.

```
103
Properties=species:S:1:pos:R:3:forces:R:3:lowdin_charge:R:1
C -1.892 -2.701 2.803 0.48 -3.39 -0.32 0.13
C -0.822 -1.868 3.209 0.99 2.89 -1.65 -0.11
C -0.588 -0.584 2.395 1.30 -5.16 0.06 -0.30
Al -1.107 1.161 3.402 -2.05 2.99 0.29 0.34
C -3.123 1.407 3.590 0.74 -1.85 -0.34 -0.21
C -3.868 0.397 2.658 -0.21 0.36 0.21 -0.25
C -5.336 0.785 2.248 0.12 -0.08 0.61 -0.16
C -5.918 2.017 2.959 -0.47 0.17 -0.78 -0.28
O -6.066 1.847 4.368 0.50 0.22 -0.33 -0.06
C -0.376 2.689 2.249 0.03 -0.44 0.31 -0.21
C 0.987 3.273 2.742 -0.57 -1.12 -0.34 -0.23
C 2.110 2.902 1.741 0.78 1.84 0.39 -0.16
C 1.670 3.161 0.272 0.17 -1.66 -0.77 -0.24
C 1.277 1.801 -0.427 -0.82 0.92 0.25 -0.18
C 0.303 2.115 -1.597 -0.48 -0.56 0.16 -0.27
C -0.496 0.947 -2.198 1.85 0.03 -0.63 -0.24
C 0.538 -0.127 -2.794 -1.52 -0.20 0.39 -0.21
C 0.562 -1.503 -2.060 0.48 0.22 -0.08 -0.31
C 0.230 -1.468 -0.560 0.11 -0.89 -0.28 -0.18
H -2.468 -3.346 3.486 0.05 0.67 -0.27 0.06
H -2.164 -2.688 1.738 -0.30 0.15 0.47 0.11
H -0.204 -2.199 4.111 -1.29 0.31 -1.38 0.09
H -1.071 -0.627 1.408 -0.52 0.19 0.84 0.06
H 0.544 -0.512 2.188 -2.51 0.43 -0.51 -0.02
H -0.361 1.229 4.820 0.27 -0.44 0.02 -0.07
H -3.358 1.124 4.628 -0.14 0.67 -0.24 0.06
H -3.301 2.468 3.362 0.00 -0.32 0.16 0.06
H -3.285 0.194 1.742 -0.37 0.12 0.11 0.06
H -3.938 -0.576 3.187 0.18 0.38 -0.14 0.09
H -5.996 -0.061 2.508 0.18 0.30 -0.38 0.11
H -5.382 0.967 1.160 -0.10 -0.11 0.40 0.11
H -5.334 2.926 2.720 -0.10 -0.36 0.18 0.11
H -6.925 2.201 2.535 0.37 -0.11 0.12 0.12
H -5.598 2.591 4.764 -0.18 -0.27 0.23 0.08
H -0.341 2.345 1.200 -0.24 0.42 0.53 0.02
H -1.155 3.473 2.289 0.12 -0.45 0.08 0.08
H 1.234 2.803 3.714 0.07 0.47 -0.25 0.07
H 0.877 4.350 2.931 0.46 -0.26 -0.30 0.13
H 2.507 1.881 1.909 -0.44 0.19 -0.48 0.11
H 2.974 3.563 1.946 -0.28 -0.31 -0.06 0.12
H 0.717 3.787 0.319 0.68 -0.21 0.29 0.04
H 2.444 3.646 -0.364 -0.13 0.11 0.56 0.12
H 2.152 1.210 -0.738 -0.19 0.37 0.09 0.12
H 0.712 1.233 0.326 0.37 -0.06 -0.40 0.08
H 0.851 2.661 -2.402 -0.19 -0.39 0.19 0.10
H -0.465 2.835 -1.194 0.25 -0.33 -0.15 0.07
H -1.269 0.527 -1.534 0.22 0.09 -0.10 0.11
H -1.074 1.406 -3.101 0.51 1.04 1.56 0.01
H 1.538 0.317 -2.878 -0.36 -0.07 -0.12 0.13
H 0.222 -0.370 -3.883 1.54 -0.10 0.66 0.01
H -0.046 -2.264 -2.582 0.06 0.42 0.26 0.12
H 1.637 -1.877 -2.151 -1.52 0.47 -0.45 -0.12
H 1.012 -0.939 0.011 -0.41 0.07 -0.26 0.01
H 0.275 -2.517 -0.200 -0.09 0.41 -0.07 0.08
H -0.786 -1.119 -0.331 0.28 0.00 -0.35 0.05
Rb 1.454 -0.427 4.047 3.25 0.39 2.65 0.96
Mg 3.090 -2.586 -0.966 1.14 -0.44 0.62 0.66
O -3.596 -1.103 -0.669 1.13 0.16 -0.15 -0.41
H -4.429 -0.698 -0.405 -0.07 0.04 -0.06 -0.12
C 3.534 -2.266 -5.716 0.20 0.00 -0.15 -0.06
C 2.504 -3.329 -6.047 0.03 0.22 0.40 -0.23
O 2.642 -3.785 -7.391 -0.17 -0.06 0.01 0.04
C 3.641 -4.657 -7.594 0.13 0.00 -0.24 -0.60
O 4.390 -5.076 -6.752 -0.10 0.04 0.08 0.13
O 3.664 -4.960 -8.887 -0.09 0.02 0.13 0.01
C 4.743 -5.822 -9.267 0.24 -0.25 -0.23 -0.03
H 3.496 -1.454 -6.445 -0.12 0.03 0.05 0.09
H 3.360 -1.857 -4.718 -0.01 0.00 0.02 0.05
H 4.544 -2.674 -5.746 -0.06 -0.07 0.09 0.08
H 1.501 -2.905 -5.970 -0.04 -0.09 -0.26 0.11
H 2.555 -4.168 -5.350 0.13 -0.05 -0.11 0.12
H 4.767 -6.719 -8.651 0.02 0.11 0.10 0.10
H 5.689 -5.287 -9.200 -0.01 -0.05 0.12 0.10
H 4.576 -6.113 -10.301 -0.18 0.16 0.03 0.10
Cl -6.819 -5.562 5.679 0.05 0.11 -0.02 0.69
C -5.923 -6.200 4.347 -0.13 -0.06 0.15 -0.69
C -5.157 -5.388 3.522 0.14 -0.18 -0.19 -0.67
Cl -5.038 -3.678 3.783 -0.14 0.12 0.13 0.69
C -4.459 -5.940 2.458 0.04 -0.12 -0.08 -0.11
C -4.523 -7.303 2.218 -0.04 -0.02 0.06 -0.07
C -5.285 -8.117 3.045 0.02 0.09 -0.01 -0.07
C -5.984 -7.565 4.107 0.10 -0.17 -0.17 -0.10
H -3.863 -5.309 1.812 -0.03 0.06 0.06 0.10
H -3.979 -7.730 1.386 0.01 0.04 0.02 0.11
H -5.335 -9.182 2.862 -0.02 0.02 0.03 0.11
H -6.577 -8.202 4.748 -0.02 0.12 0.05 0.11
B 3.642 7.447 -1.495 0.42 0.64 -1.53 -1.06
O 4.532 6.695 -0.569 -0.55 -0.14 0.45 0.21
C 3.953 6.657 0.614 1.47 -0.56 -0.14 -0.43
O 4.404 6.109 1.589 -0.31 -0.19 0.12 0.12
C 2.637 7.389 0.540 -1.42 0.90 -0.01 -0.43
O 1.852 7.523 1.443 0.08 -0.36 0.12 0.13
O 2.458 7.840 -0.687 0.21 -0.53 0.40 0.21
F 3.232 6.600 -2.554 -0.10 -0.08 0.49 0.09
F 4.286 8.567 -1.988 -0.21 -0.41 0.16 0.17
Be 0.588 4.541 -1.327 0.13 0.86 -0.22 0.78
F -0.806 -4.667 2.708 -0.94 2.78 0.10 -0.34
O 7.269 7.152 3.238 0.08 0.38 -0.13 -0.08
S 7.644 6.866 1.855 -0.04 -0.02 -0.04 0.30
O 7.439 5.452 1.542 0.13 0.14 -0.36 -0.09
O 9.058 7.190 1.678 0.03 -0.33 0.28 -0.09
O 6.814 7.678 0.969 -0.19 -0.11 0.24 -0.06
Mg -1.439 0.131 -4.140 -1.88 -0.94 -1.03 1.03
```
Positions in Å, forces in eV/Å.

For the HOMO energy, the calculation gives -0.373 Eh. The net charge is +1.

=====

Question: Among the records above, which one has the highest net charge?
Answer: C29H48InNOP3S

=====

Question: Among the records above, which one has the highest net charge?
Answer: C29H48InNOP3S

=====

Question: Look up the net charge of the third one.
Answer: +1